# H5NOSSi

A 2-piece molecular cluster, H5NOSSi overall in a non-equilibrium geometry (wB97M-V/def2-TZVPD, the Open Molecules 2025 dataset).

Last column: Mulliken charge in e.
Positions of all 9 atoms, in Å:
N1 -2.02 -0.79 0.08  -0.6278
O1 0.41 1.56 0.35  -0.3834
Si1 0.78 0.27 -0.50  0.5133
S1 2.34 -0.98 0.19  -0.3117
H1 -2.48 -0.02 0.54  0.1695
H2 -1.96 -0.47 -0.90  0.1334
H3 0.57 1.68 1.25  0.3402
H4 0.93 0.61 -1.91  -0.0655
H5 1.42 -1.86 0.89  0.2321

orbital gap (alpha / beta): 6.920 / 6.922 eV
M: 95.20 g/mol
relative energy (zero: lowest compared OMol25 entry of this formula, charge and spin): 105.6 kcal/mol
2S+1: 1
net charge: 0